*A*
{"formula": "H38O19", "method": "the ωB97M-V functional and the def2-TZVPD basis", "lumo_energy_ev": -0.002, "orbital_gap_ev": 11.0781, "multiplicity": 1, "elements": ["O", "H", "H", "O", "H", "H", "O", "H", "H", "O", "H", "H", "O", "H", "H", "O", "H", "H", "O", "H", "H", "O", "H", "H", "O", "H", "H", "O", "H", "H", "O", "H", "H", "O", "H", "H", "O", "H", "H", "O", "H", "H", "O", "H", "H", "O", "H", "H", "O", "H", "H", "O", "H", "H", "O", "H", "H"], "xyz": [[4.41095, -3.60575, 15.58274], [4.47004, -3.55130, 16.55305], [4.33567, -4.53901, 15.31567], [-0.06167, -1.68292, 15.03815], [0.91539, -1.63371, 14.90846], [-0.29574, -0.80138, 15.38833], [2.37723, -2.44249, 20.12084], [1.85572, -1.80676, 19.56514], [1.77361, -2.77136, 20.80686], [-2.97726, -8.50929, 15.44716], [-2.39276, -7.71657, 15.29403], [-3.02349, -8.93320, 14.59353], [4.12247, -4.50676, 18.44442], [3.44475, -4.08867, 19.00714], [3.64197, -5.07158, 17.85484], [3.11717, -1.23572, 15.20589], [3.67892, -0.51730, 14.88260], [3.67298, -2.06877, 15.17590], [1.17600, -7.01310, 16.57288], [1.40742, -7.59103, 17.33328], [1.23078, -6.12910, 16.98570], [3.83619, -9.03068, 16.12941], [4.41050, -9.80224, 16.06056], [2.99129, -9.20194, 15.70573], [3.80033, -6.32180, 14.90325], [2.84114, -6.44940, 14.98962], [4.19435, -7.00622, 15.46853], [-2.00894, -2.58471, 16.97257], [-2.46823, -3.42383, 16.88200], [-1.41400, -2.48183, 16.23431], [2.25691, -8.66941, 18.69046], [2.97220, -8.88425, 18.07102], [1.88317, -9.53544, 18.91629], [-1.16315, -6.35474, 15.26318], [-1.38483, -5.47304, 15.53761], [-0.28349, -6.51335, 15.61529], [-0.16316, -9.46673, 19.98167], [-0.26936, -8.71340, 20.56472], [-0.97779, -9.51306, 19.49803], [1.36311, -6.65135, 20.73420], [1.91534, -6.48831, 21.51061], [1.87224, -7.25603, 20.13751], [1.10775, -1.13682, 18.15432], [1.54556, -1.39755, 17.34065], [0.17705, -1.28639, 17.96888], [-1.17234, -8.38841, 12.11610], [-1.16209, -7.53768, 12.58588], [-1.48288, -8.21523, 11.24615], [-1.42006, -10.85202, 17.31416], [-2.32624, -10.52263, 17.22660], [-0.97240, -10.32660, 16.62371], [1.39034, -12.32057, 17.77033], [0.64048, -12.33355, 17.17550], [1.26575, -13.08595, 18.34385], [1.15560, -4.89699, 18.42203], [0.86216, -4.00055, 18.54381], [1.01960, -5.37501, 19.23172]]}

***

*B*
{"formula": "H38O19", "method": "the ωB97M-V functional and the def2-TZVPD basis", "lumo_energy_ev": -0.644, "orbital_gap_ev": 10.1757, "multiplicity": 1, "elements": ["O", "H", "H", "O", "H", "H", "O", "H", "H", "O", "H", "H", "O", "H", "H", "O", "H", "H", "O", "H", "H", "O", "H", "H", "O", "H", "H", "O", "H", "H", "O", "H", "H", "O", "H", "H", "O", "H", "H", "O", "H", "H", "O", "H", "H", "O", "H", "H", "O", "H", "H", "O", "H", "H", "O", "H", "H"], "xyz": [[-1.56138, -4.85615, -0.35963], [-1.59996, -3.90485, -0.13093], [-0.78004, -5.02707, -0.82133], [-2.86065, -0.73179, 2.82759], [-2.13554, -0.24376, 2.91104], [-2.46020, -1.34689, 2.31405], [-0.40572, 3.90834, 0.91684], [-1.15480, 3.40929, 0.65557], [-0.46430, 4.20700, 1.73298], [-1.61423, 1.07487, -1.08450], [-1.95884, 1.36957, -1.97660], [-0.78511, 0.75272, -1.52005], [-2.55811, -2.21153, -1.45899], [-3.46416, -1.82700, -1.51853], [-2.79095, -3.17361, -1.65484], [-2.54480, 3.89149, -1.33091], [-1.57955, 3.95170, -1.20702], [-2.77381, 3.43546, -0.62736], [4.26378, 0.72893, -1.64721], [4.61461, 0.07995, -1.12282], [4.28855, 0.30768, -2.47732], [-0.59388, 2.37744, -3.77986], [-0.87193, 3.15299, -4.15804], [0.18426, 2.35680, -4.41465], [4.28254, 3.25572, -0.41073], [4.36277, 2.76706, 0.19392], [3.47986, 3.41524, -0.78027], [-0.60094, -1.75663, 1.27840], [-0.39754, -1.26498, 0.55451], [-1.52764, -1.96815, 1.07538], [0.65892, -3.81663, 0.24559], [1.48146, -3.59796, -0.04221], [0.54107, -3.34929, 1.08507], [1.69291, 1.04041, -0.29234], [1.37473, 1.71680, 0.51697], [2.54383, 0.92731, 0.01358], [-1.37534, 2.06499, 2.88685], [-0.81064, 1.31768, 3.18665], [-1.21195, 2.60054, 3.56845], [-4.64399, -0.55961, 0.40928], [-4.22879, 0.17852, 0.58554], [-4.05085, -1.14315, 0.50805], [2.07013, -1.38697, 3.07873], [1.92098, -0.70864, 3.76221], [1.49409, -1.16052, 2.48222], [-0.29059, 0.47290, 5.01431], [-1.01537, -0.21244, 5.17261], [-0.47232, 1.49502, 5.22878], [0.77925, -3.96204, -2.43871], [1.08173, -2.99686, -2.69602], [0.51332, -3.87121, -1.50722], [2.66867, -1.77860, -1.15909], [2.21950, -0.95911, -1.38379], [3.54156, -1.78751, -1.24978], [1.91116, 1.38509, -3.26308], [1.61448, 0.36761, -3.38118], [1.99977, 1.59385, -2.31016]]}

***

Which of them is most stable, and which least? Most stable: *A*; least stable: *B*.